{
  "formula": "C40H59AsFGeN3O4PbSb",
  "method": "ωB97M-V/def2-TZVPD",
  "species": ["Pb", "C", "C", "N", "C", "C", "C", "O", "O", "C", "O", "C", "C", "C", "F", "C", "C", "C", "N", "C", "C", "N", "C", "C", "H", "H", "H", "H", "H", "H", "H", "H", "H", "H", "H", "H", "H", "H", "H", "H", "H", "H", "C", "C", "C", "Sb", "C", "C", "C", "C", "C", "C", "H", "H", "H", "H", "H", "H", "H", "H", "H", "H", "H", "H", "H", "H", "H", "H", "H", "H", "H", "H", "H", "Ge", "C", "C", "C", "C", "C", "C", "C", "C", "C", "C", "C", "C", "H", "H", "H", "H", "H", "H", "H", "H", "H", "H", "H", "C", "As", "C", "C", "O", "H", "H", "H", "H", "H", "H", "H", "H", "H"],
  "xyz": [[0.00935, 1.11439, -0.51856], [4.50309, -6.00754, 0.09481], [3.56584, -5.42627, 1.14714], [3.19689, -4.03074, 0.87059], [2.03701, -3.78620, 0.24493], [1.56377, -2.54002, -0.04790], [0.24536, -2.41524, -0.73698], [-0.74421, -2.95598, -0.29110], [0.24097, -1.64133, -1.78778], [2.26591, -1.37486, 0.38733], [1.89910, -0.16765, 0.27506], [3.54227, -1.65440, 1.02655], [4.35747, -0.58756, 1.42520], [5.55889, -0.81087, 2.02671], [6.32017, 0.25208, 2.34010], [6.04073, -2.11456, 2.27805], [5.23718, -3.16732, 1.86586], [3.99617, -2.96826, 1.24663], [7.25666, -2.37325, 2.92312], [7.89932, -1.38025, 3.77320], [8.65616, -2.08384, 4.89220], [9.66896, -3.01719, 4.30421], [9.00224, -4.01881, 3.41350], [8.22304, -3.28320, 2.33065], [4.72877, -7.04249, 0.34893], [5.44040, -5.45301, 0.03842], [4.03712, -5.99049, -0.89050], [4.00849, -5.48213, 2.13992], [2.64658, -6.00750, 1.17372], [1.46091, -4.65875, -0.03688], [4.03116, 0.42295, 1.22137], [5.58825, -4.17204, 2.04770], [7.15444, -0.74229, 4.23763], [8.58536, -0.73780, 3.20387], [7.97371, -2.67574, 5.49980], [9.16040, -1.35811, 5.52792], [10.18846, -3.49173, 5.04489], [10.34514, -2.47767, 3.75706], [8.33471, -4.61811, 4.03011], [9.75912, -4.66389, 2.97058], [7.72760, -4.01475, 1.69807], [8.92826, -2.72851, 1.69151], [3.39773, 3.65540, 2.58978], [2.60833, 4.42626, 1.53910], [3.35401, 4.52560, 0.21447], [0.67803, 3.42038, 1.21452], [-0.46181, 3.77982, 3.05239], [-0.07885, 2.78644, 4.14298], [-0.31612, 5.22897, 3.49320], [-0.36941, 4.82111, -0.12007], [-1.87636, 4.64639, 0.06160], [0.03702, 4.58297, -1.57566], [4.38117, 4.11148, 2.72300], [3.54450, 2.61478, 2.28978], [2.89654, 3.66950, 3.55834], [2.36322, 5.42415, 1.90507], [3.49279, 3.54367, -0.24482], [4.34238, 4.95897, 0.38305], [2.83411, 5.17641, -0.48829], [-1.49058, 3.58566, 2.73921], [0.95244, 2.92747, 4.46870], [-0.19170, 1.75578, 3.79882], [-0.72074, 2.93317, 5.01483], [0.69686, 5.43389, 3.84388], [-1.00208, 5.43417, 4.31774], [-0.54970, 5.92771, 2.68827], [-0.07629, 5.83139, 0.16963], [-2.17353, 3.59230, 0.00949], [-2.41112, 5.17368, -0.73164], [-2.21813, 5.05404, 1.01277], [-0.34556, 3.62577, -1.94331], [1.11848, 4.59867, -1.71664], [-0.38797, 5.36104, -2.21260], [0.85094, -1.67004, -3.62834], [1.89053, -3.32362, -3.62704], [3.23721, -3.17665, -3.29843], [4.07841, -4.27859, -3.31581], [3.57761, -5.52934, -3.65446], [2.23354, -5.67902, -3.96905], [1.38850, -4.57850, -3.96001], [-0.76487, -1.01897, -4.50035], [-0.63916, 0.16704, -5.22238], [-1.75468, 0.74155, -5.81177], [-2.99490, 0.12947, -5.68767], [-3.11936, -1.05513, -4.97402], [-2.00805, -1.63213, -4.37853], [1.83515, -0.48884, -3.51349], [3.63240, -2.19683, -3.05283], [5.13111, -4.15642, -3.09442], [4.23546, -6.38796, -3.68729], [1.84656, -6.65088, -4.24525], [0.34652, -4.70263, -4.22834], [0.33160, 0.63842, -5.33039], [-1.65631, 1.66372, -6.36872], [-3.86377, 0.57807, -6.15011], [-4.08606, -1.53323, -4.88476], [-2.11358, -2.55282, -3.81664], [-4.01701, -0.69686, 0.47112], [-2.71321, -0.18494, 1.78905], [-3.57225, 1.04897, 2.99132], [-2.13839, -1.69379, 2.84289], [-1.40074, 0.66143, 1.14720], [-4.86308, -1.14529, 0.99226], [-3.57610, -1.42033, -0.20621], [-4.34844, 0.18868, -0.06842], [-4.40142, 0.54447, 3.48681], [-3.95286, 1.90254, 2.43316], [-2.85770, 1.39270, 3.73716], [-2.92185, -1.92710, 3.56320], [-1.21931, -1.43897, 3.36664], [-1.97745, -2.53917, 2.18119]],
  "atomic_forces_ev_per_a": [[0.0792, -0.9671, -0.2129], [-0.0591, 0.0583, 0.0843], [0.2853, -0.3138, -0.2236], [-0.2240, 0.0453, -0.0041], [0.0891, -0.0686, 0.0651], [-0.0078, 0.6881, 0.1353], [-0.2532, -0.4169, 0.1241], [0.0439, 0.0699, 0.0057], [-0.1719, 0.6226, -0.6280], [0.3794, -0.3360, -0.0989], [-0.5497, -0.0637, -0.1127], [0.0647, -0.0873, 0.0402], [0.0185, -0.0042, 0.0524], [-0.1105, -0.0511, -0.1434], [0.1099, 0.0103, 0.0378], [-0.2297, -0.0341, -0.1223], [0.1743, -0.0712, 0.0793], [0.0781, 0.3148, -0.0321], [0.1712, 0.0086, 0.2138], [-0.0262, -0.1884, -0.0556], [-0.3064, 0.3812, 0.0516], [-0.0250, -0.0569, 0.0667], [-0.2100, -0.2046, -0.4334], [-0.0021, 0.1601, 0.0418], [0.0199, -0.0061, -0.0128], [0.0106, 0.0040, -0.0291], [0.0071, 0.0181, 0.0240], [-0.1062, 0.0488, 0.0492], [-0.0461, 0.0846, 0.0666], [-0.0223, 0.0039, 0.0236], [0.0362, 0.0047, 0.0406], [-0.0331, -0.0062, 0.0518], [0.0101, 0.0329, 0.0182], [-0.0149, 0.0379, 0.0274], [0.0795, -0.0930, -0.0103], [0.1286, -0.0727, -0.0318], [0.0511, 0.0139, -0.0048], [0.0748, -0.0190, 0.0450], [0.0511, 0.0482, 0.0987], [0.0828, 0.0520, 0.0826], [0.0212, -0.0323, 0.0174], [0.0020, -0.0361, -0.0321], [-0.0830, 0.1096, 0.0465], [-0.2987, -0.4661, -0.1086], [-0.0887, 0.1140, 0.0557], [0.0151, 1.4150, 0.4161], [0.2226, -0.2516, -0.2692], [-0.0499, -0.0019, -0.0943], [0.0248, -0.0422, -0.1305], [0.1173, -0.3179, 0.0806], [0.0902, 0.1115, 0.0278], [0.0982, 0.0610, 0.1832], [0.0177, -0.0123, -0.0083], [0.0367, -0.0030, 0.0287], [0.0405, -0.0589, 0.0095], [-0.0911, -0.0186, 0.0066], [0.0352, 0.0092, -0.0308], [0.0156, -0.0182, -0.0073], [0.0426, -0.0428, -0.0507], [0.0213, 0.0139, -0.0523], [-0.0146, -0.0226, 0.0352], [0.0196, -0.0170, 0.0467], [0.0226, -0.0139, 0.0344], [-0.0047, 0.0336, 0.0116], [0.0242, 0.0081, 0.0253], [0.0050, 0.0446, 0.0393], [0.0461, -0.0299, 0.0738], [-0.0451, 0.0061, 0.0018], [-0.0127, 0.0064, 0.0152], [-0.0502, -0.0798, 0.0161], [-0.0172, 0.0094, -0.0815], [-0.0245, -0.0340, -0.0650], [-0.0258, -0.0383, -0.0286], [-0.1420, 0.1467, 1.0404], [-0.4497, 0.4610, -0.2935], [-0.0086, -0.0131, -0.0207], [0.0678, -0.0289, 0.0354], [-0.0522, 0.0479, 0.0219], [-0.0235, -0.0882, 0.0080], [-0.0391, 0.0308, -0.0018], [0.5697, -0.3841, 0.0763], [0.0778, -0.0578, 0.0386], [-0.0776, 0.0403, -0.0292], [0.0933, 0.0611, 0.0068], [-0.0683, -0.0604, 0.0483], [-0.0058, -0.0720, 0.0279], [0.0352, -0.0771, -0.1683], [0.0448, -0.0131, -0.0288], [0.0049, -0.0081, 0.0122], [0.0168, 0.0009, -0.0230], [0.0022, -0.0033, 0.0063], [0.0074, -0.0123, -0.0248], [-0.0311, 0.0453, -0.0114], [-0.0022, -0.0136, -0.0254], [-0.0103, -0.0217, -0.0099], [0.0044, -0.0026, -0.0105], [-0.0299, 0.0040, -0.0097], [0.2483, 0.0058, 0.1777], [-0.3858, 0.2142, 0.5527], [0.0047, -0.1267, -0.1005], [-0.1016, 0.1389, -0.3098], [0.2510, -0.0920, -0.2730], [0.0190, -0.0014, -0.0063], [0.0489, -0.0890, -0.1174], [0.0433, 0.0031, 0.0180], [-0.0029, 0.0139, 0.0060], [0.0120, -0.0257, -0.0531], [0.0468, -0.0595, -0.0188], [-0.0102, 0.0150, -0.0288], [-0.0134, 0.0709, -0.0403], [0.0963, -0.1012, -0.0535]],
  "mulliken_charge": [1.19, -0.62, -1.18, 0.35, 0.00, -0.15, -0.22, -0.67, -0.43, 1.64, -0.85, 0.74, -0.71, 0.35, -0.35, -1.10, -0.66, 0.02, 0.25, -0.65, -0.99, -0.10, -0.73, -0.50, 0.45, 0.26, 0.05, 0.52, 0.47, 0.52, 0.60, 0.69, 0.47, 0.42, 0.37, 0.45, 0.36, 0.39, 0.36, 0.41, 0.31, 0.23, -1.25, 0.40, -1.45, 0.16, 0.66, -1.49, -1.44, 0.24, -1.25, -1.27, 0.49, 0.12, 0.25, 0.52, 0.24, 0.46, 0.33, 0.15, 0.31, 0.30, 0.42, 0.30, 0.47, 0.35, 0.50, 0.16, 0.46, 0.28, 0.19, 0.22, 0.49, 0.60, 0.10, -0.47, -0.54, -0.60, -0.68, -0.04, 0.28, -0.43, -0.65, -0.49, -0.77, -0.11, -0.16, 0.32, 0.46, 0.50, 0.44, 0.46, 0.35, 0.42, 0.43, 0.43, 0.44, -1.10, 0.48, -1.06, -1.05, -0.21, 0.44, 0.34, 0.39, 0.45, 0.36, 0.26, 0.46, 0.34, 0.33],
  "de_lowest_kj_mol": 65.1,
  "homo_lumo_gap_ev": 7.97,
  "homo_ha": -0.5416,
  "total_energy_ha": -6869.69155,
  "largest_force_ev_per_a": 1.5,
  "lumo_energy_ev": -6.8,
  "total_charge": 3
}